1.
56
Properties=species:S:1:pos:R:3 method="wB97M-V/def2-TZVPD" de_lowest_ev=3.3387 homo_lumo_gap_ev=8.717 smiles="CCN1CCN([C@H](CNS(=O)(=O)c2ccc(C)cc2)c2ccccc2)CC1" molar_mass_g_mol=387.5 homo_ev=-8.06 spin_multiplicity=1
C 2.8085 1.6198 4.9553
H 3.0008 2.2216 4.0705
H 3.3287 2.0753 5.7952
H 1.7427 1.6325 5.1691
C 3.3164 0.1836 4.7677
N 2.7540 -0.6194 3.7093
C 1.3827 -1.0514 3.8295
C 0.3498 -0.1325 3.1568
N 0.7048 0.0470 1.7598
C 2.0258 0.6533 1.6840
C 3.0591 -0.2678 2.3428
H 4.0468 0.1945 2.3006
H 3.0856 -1.1998 1.7653
H 2.2906 0.7887 0.6333
H 2.0289 1.6467 2.1672
C -0.2525 0.8177 0.9734
C 0.1213 0.7311 -0.4879
C 0.0642 1.8448 -1.3119
C 0.3927 1.7430 -2.6525
C 0.7876 0.5268 -3.1801
C 0.8410 -0.5903 -2.3638
C 0.5015 -0.4907 -1.0280
H 0.5510 -1.3524 -0.3807
H 1.1503 -1.5420 -2.7701
H 1.0561 0.4504 -4.2232
H 0.3474 2.6178 -3.2846
H -0.2330 2.7993 -0.9016
C -1.6926 0.2880 1.1124
N -2.5525 0.9046 0.1304
S -3.7364 -0.0303 -0.5879
O -4.0010 -1.1918 0.2145
O -4.8147 0.8636 -0.8987
C -2.9372 -0.5360 -2.0966
C -2.4701 -1.8277 -2.2309
C -1.8642 -2.2069 -3.4143
C -1.7230 -1.3008 -4.4615
C -2.2012 -0.0054 -4.3009
C -2.8084 0.3805 -3.1191
H -3.1986 1.3754 -2.9798
H -2.0999 0.7052 -5.1079
C -1.0689 -1.7299 -5.7385
H -0.0820 -2.1437 -5.5384
H -1.6607 -2.5056 -6.2227
H -0.9661 -0.8945 -6.4255
H -1.4990 -3.2166 -3.5330
H -2.6033 -2.5173 -1.4127
H -2.8937 1.8213 0.3674
H -2.0762 0.4583 2.1242
H -1.7093 -0.7835 0.9105
H -0.2548 1.8833 1.2838
H -0.6205 -0.6241 3.2249
H 0.2895 0.8370 3.6828
H 1.1341 -1.1700 4.8855
H 1.3102 -2.0317 3.3428
H 3.1506 -0.3669 5.6996
H 4.3971 0.2177 4.5943

2.
116
Properties=species:S:1:pos:R:3 method="wB97M-V/def2-TZVPD" de_lowest_ev=0.0000 homo_lumo_gap_ev=10.021 molar_mass_g_mol=784.8 homo_ev=-9.66 spin_multiplicity=1
C -6.5621 -1.7923 -4.6764
C -5.3699 -2.6371 -4.2626
O -5.5896 -3.0547 -2.9260
H -6.5248 -1.5689 -5.7715
H -6.5060 -0.8296 -4.1692
H -7.4367 -2.4009 -4.3130
H -4.4046 -2.0867 -4.3859
H -5.2987 -3.5313 -4.8762
H -4.7922 -3.5301 -2.5787
C -7.7601 1.4993 1.8016
C -6.5411 2.2892 2.2297
O -5.3128 1.5240 2.3627
H -8.5475 2.1854 1.4881
H -8.1353 0.8690 2.6712
H -7.4407 0.8041 0.9632
H -6.6728 2.7264 3.2705
H -6.3330 3.1299 1.5261
H -5.2965 1.0605 3.1719
C 3.2371 4.3566 -3.7715
C 3.6650 3.7652 -2.4150
O 2.6627 2.8290 -2.0893
H 2.2388 4.6993 -3.6641
H 3.2063 3.6649 -4.5731
H 3.9449 5.1812 -3.9953
H 3.7232 4.5495 -1.6305
H 4.5995 3.2408 -2.4569
H 2.9167 2.2968 -1.3398
C -2.2121 -3.2280 -0.6276
C -2.0072 -3.1059 -2.1214
O -2.6475 -4.1356 -2.8126
H -3.2263 -2.9005 -0.4103
H -1.5465 -2.6248 -0.0268
H -2.1043 -4.1934 -0.1783
H -0.9759 -3.0383 -2.4483
H -2.5359 -2.1494 -2.4518
H -2.2244 -4.9787 -2.6351
C 4.4301 -2.2679 3.5185
O 3.8309 -1.6486 4.4343
N 4.6335 -3.6124 3.6013
N 5.1134 -1.6818 2.5139
H 4.0348 -4.1359 4.2034
H 5.2423 -4.0756 2.8942
H 5.1703 -2.1563 1.6656
H 5.0196 -0.7094 2.6521
C 5.3411 -0.4637 -0.5847
O 5.9117 -0.8297 -1.6330
N 6.1256 0.1832 0.4060
N 4.1304 -0.8138 -0.1427
H 5.7722 0.6195 1.2354
H 7.0248 0.4414 0.0009
H 3.5234 -1.1730 -0.9142
H 3.6668 -0.3143 0.5984
C 0.4195 -0.5989 3.7965
O -0.7384 -0.1619 3.5402
N 1.2129 -1.2725 2.9238
N 0.9994 -0.4558 5.0641
H 2.1406 -1.5882 3.1508
H 1.1030 -1.0304 1.9777
H 1.9437 -0.6970 5.2750
H 0.3389 0.0490 5.6397
C -4.0118 0.5769 -1.1413
O -3.0833 0.5196 -1.9255
N -4.9234 -0.4145 -1.1027
N -4.2054 1.6123 -0.3690
H -4.7763 -0.9282 -1.9494
H -5.8590 -0.3211 -0.6583
H -4.6032 1.3212 0.5623
H -3.6178 2.4604 -0.3508
C 1.9722 -4.7136 1.0802
O 2.7028 -5.7157 1.0829
N 2.4781 -3.4787 0.7095
N 0.6313 -4.7205 1.4200
H 3.2986 -3.5926 0.1196
H 1.8624 -2.6969 0.4301
H -0.0456 -4.0770 0.9946
H 0.3534 -5.6746 1.3812
C -0.4176 3.4393 3.0198
O 0.5822 4.0279 2.5622
N -0.4415 2.9525 4.2585
N -1.5757 3.2259 2.2297
H 0.4906 2.6836 4.5431
H -1.0702 2.1411 4.3072
H -1.5888 3.5340 1.2724
H -2.5037 3.2540 2.6460
C 0.2061 -0.1627 -0.1967
O 1.2853 -0.4716 0.2009
N -0.2699 -0.4472 -1.4246
N -0.7054 0.4654 0.5553
H -1.1680 -0.1853 -1.6872
H 0.3361 -0.8988 -2.0970
H -1.5087 0.9240 0.1629
H -0.7617 0.1838 1.5427
C 2.8685 -2.2530 -3.3127
O 1.6526 -2.1496 -3.4138
N 3.6744 -1.1621 -3.3708
N 3.4740 -3.4847 -3.0479
H 4.5871 -1.1807 -2.9543
H 3.2384 -0.3716 -3.7943
H 2.8290 -4.2466 -3.2227
H 4.3517 -3.7086 -3.4567
C -0.9141 3.9273 -1.0127
O -2.0256 4.0112 -0.3713
N -0.0356 4.9796 -0.8722
N -0.5938 2.9285 -1.8326
H 0.9515 4.8024 -0.9191
H -0.2783 5.6309 -0.1599
H 0.3147 2.8600 -2.2806
H -1.2926 2.2119 -1.9991
C 3.5741 2.3572 2.0208
O 4.3899 1.4489 2.2900
N 2.4330 2.1650 1.3863
N 3.7715 3.6410 2.4306
H 1.8273 2.9704 1.4295
H 2.0333 1.2227 1.2262
H 2.9249 4.1700 2.4929
H 4.6014 3.9164 2.8706

3.
14
Properties=species:S:1:pos:R:3 method="wB97M-V/def2-TZVPD" de_lowest_ev=1.0291 homo_lumo_gap_ev=7.996 smiles=Cc1nc(N)c(O)o1 molar_mass_g_mol=114.1 homo_ev=-7.31 spin_multiplicity=1
C 1.8188 0.6192 1.6102
C -1.2442 -0.2653 -0.0243
C 0.7804 0.2148 0.6382
C -0.3829 -0.3047 -1.0937
N -0.5870 -0.7383 -2.3930
O -0.5539 0.0562 1.0911
O -2.5872 -0.4257 0.0330
N 0.8667 0.0191 -0.6266
H -2.8534 -0.3692 0.9587
H -1.5405 -0.6621 -2.7151
H 0.0608 -0.3105 -3.0378
H 2.7989 0.4131 1.1904
H 1.7374 1.6849 1.8293
H 1.6861 0.0684 2.5396

4.
127
Properties=species:S:1:pos:R:3 method="wB97M-V/def2-TZVPD" homo_lumo_gap_ev=5.146 molar_mass_g_mol=971.0 charge=+4 homo_ev=-17.01 spin_multiplicity=1
Ti 0.1128 -1.4013 0.4784
C -2.9387 -2.4160 1.5451
C -2.2578 -3.7120 1.1655
N -0.9131 -3.4863 0.5084
C -0.9434 -4.0298 -0.8823
C 0.3927 -3.8118 -1.5361
N 0.8806 -2.4256 -1.2358
C 2.3743 -2.3002 -1.3433
C 3.1256 -3.3075 -0.4734
C 2.4543 -3.7081 0.8377
N 1.7066 -2.5765 1.4621
C 1.3737 -2.8548 2.8977
C -0.0827 -2.6143 3.2556
N -0.7494 -1.5417 2.4446
C -2.2465 -1.6485 2.6515
H -3.9633 -2.6208 1.8584
H -3.0107 -1.7932 0.6591
H -2.1251 -4.3544 2.0342
H -2.8864 -4.2625 0.4694
H -0.2472 -4.0633 1.0122
H -1.7216 -3.5071 -1.4145
H -1.1981 -5.0891 -0.8844
H 0.3191 -3.9642 -2.6119
H 1.1272 -4.5150 -1.1644
H 0.4908 -1.8081 -1.9492
H 2.6376 -1.2780 -1.0811
H 2.6657 -2.4479 -2.3813
H 4.1015 -2.8680 -0.2580
H 3.3273 -4.2184 -1.0347
H 3.2302 -4.0121 1.5371
H 1.7875 -4.5623 0.7300
H 2.4241 -1.8498 1.4758
H 2.0077 -2.2470 3.5285
H 1.6123 -3.8938 3.1182
H -0.1493 -2.3399 4.3071
H -0.6597 -3.5233 3.1354
H -0.4655 -0.6660 2.8899
H -2.6593 -0.6491 2.7233
H -2.4067 -2.1370 3.6122
O 0.5804 0.1594 -0.4202
S -0.1662 1.5042 -0.8856
C 0.1351 1.6045 -2.5737
C 1.2461 2.2555 -3.1012
C 1.3097 2.6180 -4.4453
C 0.1967 2.3942 -5.2344
C -0.0871 2.7468 -6.6716
C -1.5705 2.3459 -6.8996
C -1.9864 1.6747 -5.6131
C -3.1519 1.0737 -5.2149
C -3.2061 0.4897 -3.9346
C -2.1701 0.5359 -3.0106
P -2.3437 -0.5062 -1.4789
C -3.5765 0.3656 -0.4552
C -4.9188 0.4591 -0.8201
C -5.8040 1.2071 -0.0537
C -5.3592 1.8810 1.0762
C -4.0239 1.7959 1.4515
C -3.1463 1.0382 0.6903
C -3.1695 -1.9638 -2.1951
C -4.2834 -2.5776 -1.6306
C -4.8158 -3.7298 -2.2071
C -4.2349 -4.2760 -3.3408
C -3.1164 -3.6678 -3.9123
C -2.5880 -2.5196 -3.3434
C -0.9989 1.2541 -3.3750
C -0.9280 1.7419 -4.6890
C 0.5994 2.9664 -0.2170
C 0.0217 4.0459 -0.8798
C 0.3006 5.3765 -0.5693
C 1.1878 5.6163 0.4423
C 1.7009 6.9178 0.9997
C 2.6990 6.5053 2.1076
C 2.6555 4.9998 2.1181
C 3.3362 4.0985 2.8862
C 3.0471 2.7435 2.7068
C 2.1360 2.2461 1.7857
P 1.9389 0.4383 2.0242
C 3.6316 -0.1570 1.6646
C 4.2920 -1.2137 2.3103
C 5.5606 -1.6126 1.9017
C 6.1814 -0.9801 0.8338
C 5.5274 0.0511 0.1670
C 4.2654 0.4555 0.5734
C 1.5355 0.4059 3.8119
C 0.2385 0.8617 4.0944
C -0.2247 0.9372 5.4016
C 0.6110 0.5694 6.4507
C 1.9062 0.1470 6.1849
C 2.3698 0.0609 4.8738
C 1.4696 3.1530 0.9039
C 1.7533 4.5259 1.1414
H 2.0650 2.5308 -2.4433
H 2.1916 3.1179 -4.8284
H 0.1041 3.8010 -6.8733
H 0.5838 2.1877 -7.3277
H -2.1965 3.2186 -7.0895
H -1.6973 1.6890 -7.7591
H -4.0141 1.0074 -5.8692
H -4.1070 -0.0607 -3.6899
H -5.2913 -0.0470 -1.7022
H -6.8459 1.2665 -0.3444
H -6.0499 2.4764 1.6613
H -3.6735 2.3266 2.3301
H -2.1038 0.9826 0.9913
H -4.7548 -2.1602 -0.7479
H -5.6970 -4.1902 -1.7743
H -4.6584 -5.1654 -3.7922
H -2.6756 -4.0817 -4.8119
H -1.7377 -2.0341 -3.8150
H -0.6797 3.8645 -1.6881
H -0.1654 6.1734 -1.1355
H 2.1633 7.5280 0.2229
H 0.8740 7.5085 1.3962
H 3.7096 6.8659 1.9140
H 2.4158 6.9040 3.0822
H 4.0624 4.4060 3.6287
H 3.5714 2.0434 3.3467
H 3.8603 -1.7165 3.1604
H 6.0695 -2.4083 2.4331
H 7.1771 -1.2798 0.5291
H 6.0136 0.5564 -0.6597
H 3.7813 1.2792 0.0593
H -0.3910 1.2398 3.2890
H -1.2239 1.3040 5.6069
H 0.2617 0.6385 7.4735
H 2.5724 -0.1004 7.0035
H 3.3955 -0.2302 4.7068